37
Properties=species:S:1:pos:R:3:forces:R:3 method="wB97M-V/def2-TZVPD" e_tot_ev=-86992.11081 multiplicity=1 charge=+3
Ga 0.001402 0.105818 0.422583 0.0 -2.8 -3.4
C -0.000961 1.319843 1.901700 0.0 6.7 5.2
O -0.003233 2.187691 2.657228 0.0 -4.2 -3.2
C -0.005708 2.009893 -1.109986 0.0 2.6 0.4
O -0.007842 3.128127 -1.294948 0.0 -2.9 0.0
C -2.087124 -0.141751 0.038635 -5.9 2.1 0.8
O -3.203563 0.056629 0.263789 4.9 -1.4 -1.2
C 2.090147 -0.130161 0.034801 5.9 2.1 0.8
O 3.205924 0.074708 0.256960 -4.9 -1.4 -1.2
C 0.004264 -2.242957 -2.335510 0.0 0.8 1.0
H 0.938949 -2.678643 -1.985225 -0.1 -0.3 -0.5
H -0.927706 -2.683025 -1.982912 0.1 -0.3 -0.5
C 0.000695 -1.068094 -2.978879 0.0 0.6 1.5
H -0.910309 -0.503493 -3.134265 -0.2 -0.3 -0.6
H 0.908452 -0.499089 -3.136133 0.2 -0.3 -0.6
C 1.232306 -3.916254 3.485441 0.0 0.1 0.1
N 1.261047 -2.477374 3.881909 -0.7 0.1 -0.5
C 0.010568 -2.146165 4.633231 0.0 -0.3 -0.3
N -1.236592 -2.483689 3.884890 0.7 0.1 -0.6
C -1.197792 -3.921936 3.486919 0.0 0.1 0.1
N 0.016917 -4.285530 2.702572 0.0 1.7 -0.1
C 0.013239 -3.665649 1.362526 0.0 -1.7 0.0
P 0.009138 -1.849447 1.584238 0.0 0.1 1.0
C 1.461932 -1.598738 2.722382 -0.2 -0.7 0.3
C -1.444365 -1.606468 2.722893 0.2 -0.8 0.3
H 1.218360 -4.502541 4.426633 0.2 0.2 -0.7
H 2.130310 -4.134377 2.874583 -0.4 -0.1 0.5
H 0.009060 -1.064283 4.870589 0.0 -0.6 0.2
H 0.015052 -2.783771 5.536545 0.0 0.6 -0.3
H -2.096443 -4.147401 2.879697 0.4 0.0 0.5
H -1.181753 -4.509666 4.426972 -0.2 0.2 -0.7
H 0.916360 -3.964500 0.806974 -0.3 0.1 0.1
H -0.889061 -3.970222 0.808328 0.4 0.1 0.1
H 1.516445 -0.536563 3.004933 0.2 -0.2 0.3
H 2.370563 -1.886515 2.162883 -0.2 0.1 0.4
H -2.353894 -1.901467 2.167312 0.2 0.2 0.4
H -1.504782 -0.545538 3.008711 -0.2 -0.2 0.3